{
  "formula": "Cl2H2OP2",
  "method": "wB97M-V/def2-TZVPD",
  "species": ["O", "P", "P", "Cl", "Cl", "H", "H"],
  "xyz": [[0.8556, -1.8596, 2.4870], [0.2813, -0.3947, 0.0053], [0.7652, -0.4537, 2.1150], [2.0383, 0.5250, 3.2730], [-2.1456, 1.2031, 1.7494], [-0.2293, 0.9479, 0.1672], [-0.8353, -1.1562, 0.5571]],
  "spin_multiplicity": 1,
  "e_tot_ev": -45700.56878,
  "charge": 0,
  "relative_energy_kj_mol": 348.2
}